No. 1
The following is a DFT calculation (ωB97M-V/def2-TZVPD) of a single C21H20N4O4S molecule.

Last column: Mulliken charge in e.
CARTESIAN COORDINATES (ANGSTROEM)
C 7.85 0.11 -1.71  -1.397
C 8.09 0.81 -0.39  0.664
C 9.59 0.97 -0.12  -1.593
C 7.44 0.03 0.77  -0.661
C 5.97 -0.05 0.63  0.261
N 5.31 -1.12 0.51  -1.434
N 3.99 -0.92 0.39  0.881
C 3.06 -2.00 0.26  0.169
O 3.45 -3.14 0.24  -0.617
C 1.71 -1.51 0.16  -0.669
C 1.42 -0.18 0.20  0.435
C 0.02 0.35 0.11  -0.172
O -0.90 -0.70 0.03  -0.248
C -2.23 -0.41 0.03  0.510
C -2.77 0.88 0.05  -0.378
C -4.14 1.05 0.05  -1.034
C -5.00 -0.04 0.04  0.661
N -6.38 0.20 0.05  -0.070
C -7.41 -0.69 0.06  0.473
O -7.30 -1.90 0.04  -0.703
C -8.73 -0.02 0.09  0.310
C -9.98 -0.58 0.11  -0.542
C -10.89 0.49 0.14  -0.420
C -10.14 1.63 0.14  -0.434
O -8.83 1.33 0.11  -0.353
C -4.47 -1.33 0.02  -0.533
C -3.10 -1.50 0.01  -0.610
N 2.37 0.78 0.32  -0.556
C 3.59 0.38 0.41  0.468
S 4.97 1.42 0.59  -0.167
H 8.31 0.66 -2.53  0.428
H 6.79 0.02 -1.92  0.336
H 8.28 -0.90 -1.69  0.338
H 7.63 1.81 -0.42  0.278
H 10.06 1.53 -0.93  0.404
H 9.76 1.50 0.81  0.381
H 10.06 -0.01 -0.06  0.353
H 7.83 -0.99 0.80  0.331
H 7.68 0.53 1.71  0.368
H 0.93 -2.24 0.06  0.516
H -0.16 0.98 0.99  0.400
H -0.04 1.00 -0.78  0.356
H -2.14 1.75 0.05  0.422
H -4.55 2.05 0.06  0.300
H -6.64 1.18 0.07  0.209
H -10.20 -1.63 0.10  0.521
H -11.96 0.43 0.16  0.446
H -10.40 2.66 0.16  0.453
H -5.12 -2.18 0.00  0.508
H -2.67 -2.49 0.00  0.409

Results
ΔE to the lowest compared entry with this formula, charge and spin in kJ/mol: 254.86
Frontier orbital gap in eV: 8.347
Energy in hartree: -1730.41780
Structure (SMILES): CC(C)Cc1nn2c(=O)cc(COc3ccc(NC(=O)c4ccco4)cc3)nc2s1
Highest occupied orbital energy in eV: -8.0
Maximum force in hartree/bohr: 0.028

---

No. 2
The following is a DFT calculation (ωB97M-V/def2-TZVPD) of a single C6H7BrO4 molecule.

Last column: Mulliken charge in e.
CARTESIAN COORDINATES (ANGSTROEM)
C 0.45 1.20 1.74  0.793
C -0.78 0.34 1.27  -0.546
C 1.44 0.38 -0.33  0.136
C 0.08 -0.15 -0.81  0.382
C 0.85 2.23 0.86  -0.673
C -0.86 -2.28 -1.37  -0.778
O 1.09 0.81 2.71  -0.625
O -0.98 0.48 -0.20  -0.399
O 2.50 -0.08 -0.52  -0.360
O 0.15 -1.60 -0.68  -0.377
Br -0.11 3.19 -0.44  -0.083
H -0.67 -0.65 1.63  0.336
H -1.71 0.81 1.65  0.340
H 1.77 2.67 1.11  0.515
H 0.02 0.19 -1.95  0.363
H -1.13 -1.72 -2.24  0.368
H -1.74 -2.60 -0.94  0.324
H -0.37 -3.21 -1.51  0.285

Results
ΔE to the lowest compared entry with this formula, charge and spin in kJ/mol: 201.39
Frontier orbital gap (alpha / beta) in eV: 8.337 / 8.340
Energy in hartree: -3107.65046
Highest occupied orbital energy (alpha / beta) in eV: -8.8 / -8.8
Maximum force in hartree/bohr: 0.067

---

No. 3
The following is a DFT calculation (ωB97M-V/def2-TZVPD) of a gas-phase ion, C13H22NO (charge +1).

Last column: Mulliken charge in e.
CARTESIAN COORDINATES (ANGSTROEM)
C 2.32 -0.29 -0.44  -0.346
C 1.31 -0.03 0.37  -1.187
C 3.72 -0.18 0.09  0.415
C -3.16 -0.01 0.02  -1.337
C -2.27 1.13 -0.55  -1.398
C -2.41 -1.37 0.21  -1.067
C -0.17 -0.07 0.22  -0.884
C -0.97 1.19 0.25  2.467
C -0.83 -1.39 0.01  2.644
C 4.73 -0.02 -1.00  -1.081
C -0.17 2.31 -0.43  -1.277
C -1.16 1.37 1.82  -1.251
C -0.13 -2.54 0.81  -1.647
N -0.49 -1.20 -1.44  -0.602
O 3.89 -0.20 1.28  -0.523
H 2.11 -0.59 -1.54  0.306
H 1.44 0.35 1.45  0.204
H -3.66 0.46 0.84  0.515
H -3.92 -0.10 -0.63  0.574
H -2.22 0.78 -1.64  0.269
H -2.93 1.93 -0.48  0.538
H -2.75 -1.57 1.26  0.363
H -2.91 -2.18 -0.39  0.430
H 5.64 0.58 -0.60  0.336
H 4.37 0.70 -1.73  0.362
H 4.89 -1.12 -1.46  0.293
H -0.69 2.47 -1.49  0.334
H 0.94 2.03 -0.65  0.244
H -0.29 3.22 0.09  0.442
H -1.97 0.58 2.23  0.326
H -1.62 2.43 1.95  0.374
H -0.14 1.32 2.23  0.443
H -0.90 -2.99 1.36  0.489
H 0.56 -2.13 1.44  0.394
H 0.35 -3.15 0.09  0.408
H -1.02 -0.44 -1.86  0.276
H 0.47 -1.29 -1.68  0.156

Results
ΔE to the lowest compared entry with this formula, charge and spin in kJ/mol: 441.15
Net charge: +1
Frontier orbital gap in eV: 8.765
Energy in hartree: -638.13542
Highest occupied orbital energy in eV: -13.3
Maximum force in hartree/bohr: 0.086